Record 1
Entry from the OMol25 dataset: 13 unconnected molecules or ions with the total composition C17H62N20O13 (wB97M-V/def2-TZVPD).

Computed properties:
Gap between HOMO and LUMO in eV: 8.9924
Energy relative to the best compared isomer or geometry (same formula, charge and spin) in kJ/mol: 0.0

Structure (XYZ):
```
112
C17H62N20O13 wB97M-V/def2-TZVPD
C -2.972 3.939 -4.424
C -1.756 3.426 -3.676
C -2.112 2.266 -2.668
O -0.946 1.783 -2.091
C -1.269 0.795 -1.162
N -0.745 2.910 -4.547
H -3.377 3.095 -5.053
H -2.648 4.661 -5.100
H -3.777 4.294 -3.740
H -1.367 4.287 -3.054
H -2.545 1.434 -3.312
H -2.872 2.517 -1.926
H -0.353 0.519 -0.541
H -1.682 -0.148 -1.585
H -2.036 1.220 -0.438
H -0.566 3.664 -5.262
H 0.102 2.568 -4.112
C -1.881 2.134 3.487
C -2.290 0.845 4.244
C -2.895 1.171 5.534
O -1.992 1.852 6.366
C -2.484 2.286 7.609
N -3.257 0.098 3.520
H -2.700 2.604 2.826
H -1.094 1.912 2.790
H -1.588 2.914 4.225
H -1.341 0.261 4.394
H -3.104 0.164 5.954
H -3.847 1.631 5.404
H -1.635 2.668 8.197
H -3.048 1.559 8.164
H -3.182 3.117 7.459
H -3.427 0.473 2.618
H -3.034 -0.879 3.431
O -2.352 -2.622 1.734
H -3.239 -2.819 2.037
H -2.482 -2.863 0.769
O -3.237 -3.252 -0.664
H -2.898 -4.112 -0.853
H -3.197 -2.730 -1.463
C 1.846 1.568 4.826
O 1.264 0.898 4.002
N 1.152 1.988 5.848
N 3.084 2.136 4.645
H 1.642 2.419 6.641
H 0.188 1.678 6.031
H 3.717 1.666 4.012
H 3.592 2.644 5.395
C 5.526 -0.959 -0.683
O 5.078 0.180 -0.792
N 6.655 -1.369 -1.404
N 4.874 -1.903 0.050
H 7.085 -0.733 -2.051
H 6.832 -2.323 -1.634
H 3.920 -1.693 0.306
H 5.367 -2.542 0.685
C -2.240 -1.567 -4.707
O -2.482 -2.017 -3.625
N -1.592 -0.404 -4.914
N -2.668 -2.208 -5.761
H -1.413 0.107 -4.032
H -1.103 -0.087 -5.752
H -2.351 -2.027 -6.696
H -2.911 -3.140 -5.545
C 1.019 -1.380 0.754
O 2.162 -0.856 0.545
N 0.350 -1.169 1.953
N 0.350 -2.196 -0.092
H 0.666 -0.439 2.639
H -0.601 -1.468 2.102
H -0.315 -2.869 0.338
H 0.788 -2.527 -0.941
C 2.321 -0.342 -3.753
O 1.625 -1.301 -4.161
N 3.400 0.063 -4.504
N 1.969 0.498 -2.670
H 4.058 0.732 -4.182
H 3.538 -0.436 -5.337
H 2.673 1.093 -2.218
H 1.473 -0.032 -1.977
C 2.921 3.057 0.743
O 2.395 4.181 0.751
N 2.394 1.996 1.349
N 4.033 2.686 -0.013
H 2.849 1.085 1.307
H 1.596 1.950 1.968
H 4.648 3.428 -0.312
H 4.349 1.747 0.044
C 0.772 -5.303 -3.293
O 0.931 -6.526 -3.060
N -0.349 -4.604 -2.948
N 1.644 -4.579 -4.106
H -0.704 -3.763 -3.339
H -1.058 -5.127 -2.420
H 1.483 -3.590 -4.263
H 2.476 -5.069 -4.487
C -1.356 4.491 0.565
O -2.492 4.112 0.419
N -0.945 5.359 1.495
N -0.356 4.033 -0.279
H -1.582 5.646 2.224
H -0.041 5.713 1.478
H -0.339 3.183 -0.802
H 0.570 4.238 0.054
C -0.666 -5.714 0.701
O -1.305 -5.235 -0.252
N -0.591 -5.213 1.968
N 0.117 -6.871 0.435
H -0.881 -4.228 2.145
H 0.020 -5.601 2.639
H -0.168 -7.359 -0.370
H 0.220 -7.452 1.224
```

***

Record 2
Entry from the OMol25 dataset: 14 unconnected molecules or ions with the total composition C17H62O14 (wB97M-V/def2-TZVPD).

Computed properties:
Gap between HOMO and LUMO in eV: 9.9342
Energy relative to the best compared isomer or geometry (same formula, charge and spin) in kJ/mol: 272.6

Structure (XYZ):
```
93
C17H62O14 wB97M-V/def2-TZVPD
C 2.209 4.841 2.253
O 2.103 4.936 3.632
H 1.913 5.808 1.846
H 3.256 4.728 1.971
H 1.617 4.029 1.831
H 1.217 5.240 3.842
C -5.513 4.666 -0.097
O -6.302 4.824 -1.295
H -6.184 4.812 0.749
H -5.041 3.683 -0.074
H -4.726 5.418 -0.045
H -7.077 4.296 -1.090
C -3.113 -3.622 -3.451
O -3.059 -2.660 -4.503
H -2.164 -3.983 -3.054
H -3.646 -3.167 -2.616
H -3.640 -4.537 -3.722
H -3.975 -2.406 -4.637
C -2.136 4.330 3.927
O -1.672 5.504 4.386
H -2.986 3.995 4.521
H -2.502 4.437 2.906
H -1.387 3.551 4.073
H -2.375 6.152 4.294
C 2.715 -4.973 0.253
O 3.676 -4.846 -0.793
H 2.586 -5.951 0.718
H 2.736 -4.249 1.067
H 1.739 -4.850 -0.216
H 4.540 -5.061 -0.434
C 5.099 0.420 0.451
C 5.963 1.045 1.559
O 7.388 1.067 1.174
H 5.285 0.948 -0.485
H 4.063 0.581 0.750
H 5.244 -0.647 0.284
H 6.024 0.477 2.488
H 5.637 2.030 1.893
H 7.578 1.973 0.919
C -2.656 -0.942 5.689
C -3.746 -0.852 4.567
O -4.998 -0.565 5.247
H -2.528 0.091 6.013
H -1.733 -1.453 5.418
H -2.900 -1.458 6.619
H -3.832 -1.728 3.924
H -3.571 0.029 3.951
H -5.694 -0.555 4.585
C -1.575 -0.346 -0.040
C -0.162 -0.578 -0.398
O 0.320 0.588 -1.086
H -2.184 -0.074 -0.902
H -1.613 0.515 0.627
H -2.071 -1.165 0.480
H -0.055 -1.394 -1.113
H 0.426 -0.726 0.507
H 0.066 0.506 -2.008
C 1.971 -2.796 7.534
C 2.799 -3.253 6.284
O 2.171 -2.927 5.156
H 2.429 -2.963 8.509
H 1.022 -3.328 7.459
H 1.638 -1.758 7.538
H 2.978 -4.328 6.267
H 3.775 -2.767 6.284
H 2.430 -2.023 4.962
C -4.110 3.038 -6.022
C -2.654 2.557 -6.256
O -1.998 3.560 -6.976
H -4.091 4.065 -5.656
H -4.588 2.465 -5.228
H -4.644 2.989 -6.972
H -2.580 1.572 -6.716
H -2.114 2.583 -5.309
H -1.114 3.260 -7.201
C 4.340 -2.784 -6.662
C 4.542 -3.373 -5.306
O 3.283 -3.367 -4.668
H 5.221 -3.103 -7.219
H 4.304 -1.695 -6.613
H 3.399 -3.012 -7.162
H 5.317 -2.885 -4.714
H 4.834 -4.422 -5.350
H 3.547 -3.651 -3.789
O -6.487 -3.410 0.689
H -5.608 -3.788 0.652
H -6.932 -3.905 1.377
O 3.094 3.782 -2.401
H 3.556 3.440 -3.167
H 2.535 3.059 -2.116
O 0.466 -0.813 -4.934
H -0.389 -1.243 -4.942
H 1.079 -1.505 -4.685
```

***

Record 3
Entry from the OMol25 dataset: a molecular structure, C17H8Br2N2NiO3SSe (wB97M-V/def2-TZVPD).

Computed properties:
Gap between HOMO and LUMO (spin up / spin down) in eV: 4.5789 / 4.5748
Total charge: -2

Structure (XYZ):
```
35
C17H8Br2N2NiO3SSe wB97M-V/def2-TZVPD
Ni -0.199 0.086 0.066
O -0.249 -3.762 1.083
C 0.286 -2.727 0.687
O -0.432 -1.702 0.353
C 1.776 -2.674 0.516
C 2.434 -3.908 0.488
C 3.797 -3.999 0.302
C 4.536 -2.826 0.145
C 3.911 -1.600 0.189
C 2.518 -1.493 0.378
S 1.919 0.142 0.475
H 1.825 -4.793 0.623
H 4.282 -4.969 0.273
H 5.606 -2.865 -0.022
H 4.481 -0.689 0.050
Br -0.364 4.929 -1.318
C -1.734 3.742 -0.793
C -3.055 4.200 -0.728
C -4.092 3.380 -0.366
Br -5.864 4.075 -0.326
C -3.851 2.028 -0.029
C -4.805 1.063 0.367
C -4.406 -0.207 0.683
C -3.042 -0.551 0.621
N -2.146 0.333 0.252
C -2.516 1.592 -0.086
C -1.401 2.414 -0.512
O -0.247 1.878 -0.621
H -3.252 5.235 -0.975
H -5.850 1.343 0.413
H -5.127 -0.956 0.979
H -2.655 -1.534 0.861
Se 4.452 2.044 -1.646
C 6.185 1.550 -1.307
N 7.277 1.221 -1.077
```

***

Record 4
Entry from the OMol25 dataset: a molecular structure, C17H8F7IrN3O2S (wB97M-V/def2-TZVPD).

Computed properties:
Gap between HOMO and LUMO in eV: 7.3040
Energy relative to the best compared isomer or geometry (same formula, charge and spin) in kJ/mol: 31.7
Total charge: -1

Structure (XYZ):
```
39
C17H8F7IrN3O2S wB97M-V/def2-TZVPD
Ir 0.742 -0.602 -0.111
F 2.688 -7.077 0.554
C 1.994 -5.941 0.691
C 2.485 -4.752 0.187
F 3.661 -4.734 -0.445
C 1.756 -3.590 0.348
F 2.298 -2.460 -0.176
C 0.540 -3.534 1.017
S -0.375 -2.069 1.317
C 0.070 -4.760 1.491
F -1.103 -4.816 2.134
C 0.775 -5.938 1.346
F 0.289 -7.082 1.840
N 2.119 0.078 1.578
N 3.012 0.988 0.995
C 3.279 0.884 -0.389
O 4.270 1.452 -0.814
O 2.419 0.204 -1.063
H 1.577 0.537 2.300
H 2.577 -0.745 1.960
H 3.789 1.309 1.551
F -0.344 -0.406 -2.734
C -0.267 -1.290 -1.681
F 0.412 -2.404 -2.191
H -1.290 -1.618 -1.478
N -4.710 7.508 -1.330
C -4.123 6.543 -1.113
C -3.389 5.338 -0.843
C -1.994 5.353 -0.852
C -1.290 4.196 -0.588
C -1.960 2.993 -0.317
C -3.361 2.992 -0.323
C -4.069 4.150 -0.577
C -1.215 1.805 -0.070
C -0.552 0.809 0.149
H -1.472 6.276 -1.068
H -0.209 4.195 -0.596
H -3.881 2.066 -0.122
H -5.151 4.143 -0.576
```

***

Record 5
Entry from the OMol25 dataset: a molecular structure, C17H8F9N4O2PtS (wB97M-V/def2-TZVPD).

Computed properties:
Gap between HOMO and LUMO in eV: 5.3917
Energy relative to the best compared isomer or geometry (same formula, charge and spin) in kJ/mol: 0.0
Total charge: +1

Structure (XYZ):
```
42
C17H8F9N4O2PtS wB97M-V/def2-TZVPD
Pt 0.434 0.043 -0.259
C -1.909 2.221 -0.168
C -0.555 2.823 -0.373
C -0.441 4.220 -0.511
C 0.780 4.800 -0.682
C 1.937 3.997 -0.693
C 3.237 4.533 -0.830
C 4.320 3.701 -0.810
C 4.153 2.314 -0.647
C 2.900 1.772 -0.515
S 2.659 0.052 -0.272
C 1.772 2.608 -0.547
N 0.516 2.041 -0.416
H -2.635 3.003 0.044
H -1.902 1.528 0.675
H -2.237 1.694 -1.063
H -1.343 4.813 -0.480
H 0.874 5.872 -0.795
H 3.353 5.603 -0.946
H 5.319 4.102 -0.912
H 5.023 1.670 -0.623
O -1.735 -0.613 -0.991
N -2.173 -1.509 -1.635
C -2.413 -2.858 -0.930
C -1.960 -3.847 -1.908
N -1.661 -4.599 -2.719
C -1.923 -3.128 0.518
N -1.429 -4.418 0.897
F -0.308 -0.940 2.423
C 0.125 -2.198 2.273
F 1.407 -2.269 2.568
F -0.575 -2.949 3.131
C -0.065 -2.687 0.807
O 0.445 -2.026 -0.122
C -2.814 -2.615 1.468
F -3.788 -2.852 -0.886
F -3.265 -1.429 1.402
F -3.214 -3.239 2.486
C -0.006 -4.256 0.678
F -2.042 -5.482 0.278
F 0.717 -4.872 1.603
F 0.424 -4.624 -0.520
```

***

Record 6
Entry from the OMol25 dataset: a molecular structure, C18H10ClF7NO3RuTe (wB97M-V/def2-TZVPD).

Computed properties:
Gap between HOMO and LUMO (spin up / spin down) in eV: 6.3977 / 6.3984
Energy relative to the best compared isomer or geometry (same formula, charge and spin) in kJ/mol: 0.0
Total charge: +1

Structure (XYZ):
```
42
C18H10ClF7NO3RuTe wB97M-V/def2-TZVPD
Ru -0.461 0.354 0.496
F 3.801 2.830 -1.392
C 2.509 2.891 -1.079
C 1.842 1.721 -0.761
C 0.512 1.837 -0.395
C -0.175 3.053 -0.441
C 0.554 4.190 -0.771
F -0.050 5.383 -0.801
C 1.893 4.131 -1.087
C -1.601 2.959 -0.182
C -2.533 3.987 -0.230
C -3.866 3.694 -0.012
C -4.249 2.389 0.254
C -3.280 1.412 0.312
N -1.984 1.689 0.100
H 2.368 0.778 -0.756
H 2.442 5.026 -1.344
H -2.212 4.994 -0.439
H -4.604 4.484 -0.054
H -5.283 2.125 0.417
H -3.513 0.382 0.528
Cl -1.146 -6.696 -0.395
C -1.316 -4.994 -0.144
C -2.320 -4.525 0.719
C -2.511 -3.181 0.940
C -1.661 -2.257 0.330
O -1.856 -0.959 0.597
C -0.657 -2.719 -0.541
C 0.128 -1.808 -1.272
O 0.154 -0.562 -1.137
C -0.501 -4.108 -0.784
H -2.957 -5.245 1.217
H -3.287 -2.828 1.605
H 0.766 -2.184 -2.075
H 0.262 -4.452 -1.469
F -0.051 1.384 2.402
Te 1.134 -0.041 3.061
F -0.433 -1.017 3.272
F 2.150 -1.428 3.671
F 0.829 0.579 4.750
F 2.555 1.113 2.987
O 1.186 -0.484 1.264
```